1.
Density functional theory data (wB97M-V/def2-TZVPD) for C29H40F3N5PSTb as an isolated structure.

Each line ends with the Mulliken spin population.
Positions of all 80 atoms, in Å:
Tb1 0.31711 0.29161 -0.59149  5.973
C1 0.81542 4.23319 0.05598  -0.001
C2 1.32762 3.77438 -1.29974  0.000
N1 0.55825 2.60532 -1.87865  0.000
C3 1.03426 2.18168 -3.28477  0.000
C4 2.12599 1.16007 -3.29212  0.002
N2 1.64079 -0.10711 -2.65086  0.013
C5 2.59817 -1.24001 -2.80258  -0.001
C6 3.60358 -1.45621 -1.67574  0.001
C7 3.67560 -0.51674 -0.54670  0.002
N3 2.52836 -0.54317 0.35909  0.005
C8 2.81228 0.06738 1.64518  -0.002
C9 1.68174 1.05418 2.05549  -0.002
N4 1.48433 1.94478 0.89096  -0.002
C10 0.54835 3.09032 1.05763  -0.002
H1 -0.15847 4.69467 -0.08683  0.000
H2 1.42040 5.01214 0.57227  0.000
H3 2.30880 3.31154 -1.23879  0.000
H4 1.35541 4.59532 -2.02897  0.000
H5 -0.42829 2.84345 -2.05564  0.001
H6 1.29496 3.09594 -3.85341  0.000
H7 0.17583 1.63382 -3.68193  0.000
H8 3.02227 1.56402 -2.79427  -0.001
H9 2.43650 0.93198 -4.30197  -0.001
H10 0.84991 -0.35575 -3.17749  -0.001
H11 3.27755 -1.11633 -3.65358  0.000
H12 1.95006 -2.12562 -2.95968  -0.002
H13 4.64735 -1.42534 -2.11050  0.000
H14 3.58527 -2.48443 -1.31362  0.000
H15 3.72607 0.45983 -1.00426  -0.002
H16 4.56881 -0.79587 0.02848  0.000
H17 2.42182 -1.55446 0.50454  0.001
H18 3.82263 0.68414 1.63035  0.000
H19 2.88091 -0.66658 2.44368  0.000
H20 1.99050 1.52914 2.97476  0.000
H21 0.70827 0.52301 2.25205  0.008
H22 2.37848 2.26736 0.62927  0.001
H23 0.63458 3.47514 2.06974  0.002
H24 -0.46857 2.77378 0.88003  0.007
F1 -3.49714 -1.70000 -3.95039  0.000
C11 -2.45698 -2.52549 -4.17292  -0.001
F2 -2.98147 -3.67702 -4.62394  0.000
F3 -1.69163 -1.92897 -5.09502  0.000
C12 -1.58954 -2.80408 -2.98723  0.004
C13 -1.20287 -4.07719 -2.70544  0.000
C14 -0.37250 -4.34797 -1.62673  -0.001
C15 0.12021 -3.28486 -0.90058  0.000
N5 -0.20366 -1.98663 -1.13371  0.005
C16 -1.12186 -1.75068 -2.20566  0.003
S1 -1.71296 -0.10394 -2.36479  -0.011
H25 -1.56046 -4.84634 -3.39896  0.000
H26 -0.08339 -5.37545 -1.41681  0.000
H27 0.80196 -3.35112 -0.00416  0.000
C17 -3.56496 -1.08893 0.19767  -0.004
P1 -1.99917 -0.48504 1.12322  -0.016
C18 -2.53880 1.11002 1.88780  0.003
C19 -2.17057 1.41955 3.18959  -0.001
C20 -2.32932 2.68983 3.65079  0.000
C21 -2.80001 3.71508 2.84757  0.000
C22 -3.23936 3.46205 1.53982  0.001
C23 -3.09400 2.14609 1.05707  0.000
C24 -1.51450 -1.63837 2.40585  0.006
C25 -0.16914 -1.97402 2.57001  -0.014
C26 0.29027 -2.77938 3.55202  0.000
C27 -0.61648 -3.21872 4.52500  0.000
C28 -1.94608 -2.79982 4.51503  0.000
C29 -2.36156 -2.03637 3.47285  0.000
H28 -4.28545 -1.31006 0.98984  -0.001
H29 -3.30743 -1.90738 -0.40770  0.000
H30 -3.97208 -0.22707 -0.28224  0.000
H31 -1.77447 0.68359 3.84611  0.000
H32 -2.02218 2.86287 4.68357  0.000
H33 -2.80177 4.68314 3.25840  0.000
H34 -3.69863 4.30152 1.00922  0.000
H35 -3.24823 1.93989 -0.00966  0.000
H36 0.45102 -1.64836 1.66822  0.022
H37 1.31579 -2.97434 3.49751  0.000
H38 -0.19866 -3.78539 5.29150  0.000
H39 -2.58852 -3.07160 5.28413  0.000
H40 -3.41634 -1.71960 3.45721  0.000

As for the expectation value of S²: 12.68. The spin multiplicity is 7. As for the lowest unoccupied orbital energy (spin up / spin down): -0.1983 / -0.1943 Eh. As for the total charge: +2. As for the electronic energy: -88873.148 eV. Its gap between HOMO and LUMO (spin up / spin down) is 0.30420 / 0.30767 hartree.

***

2.
Density functional theory data (wB97M-V/def2-TZVPD) for C29H41FeN9O3S2Se as an isolated structure.

Each line ends with the Mulliken spin population.
Positions of all 86 atoms, in Å:
Fe1 -1.00054 1.29722 -1.73285  3.805
N1 0.28136 5.60712 -1.78495  0.000
C1 -0.26584 4.37182 -1.61675  -0.001
S1 0.04396 3.22042 -2.87505  0.050
N2 -0.99594 4.19342 -0.56375  -0.001
N3 -1.67514 3.03092 -0.43525  0.022
C2 -2.42254 2.94472 0.61575  0.002
C3 -3.34214 1.88762 0.87735  -0.019
C4 -3.95574 1.80812 2.13255  -0.001
C5 -4.90204 0.85132 2.41775  0.005
C6 -5.27714 -0.05228 1.42305  -0.002
C7 -4.68994 -0.00598 0.18525  0.006
C8 -3.68794 0.94542 -0.14675  0.009
O1 -3.14534 0.95112 -1.30595  0.065
H1 1.03066 5.69262 -2.45105  0.001
H2 0.32066 6.19042 -0.96325  -0.001
H3 -2.39604 3.77152 1.33205  0.001
H4 -3.65604 2.52152 2.89065  0.000
H5 -5.34794 0.79472 3.39925  0.000
H6 -6.03334 -0.80188 1.62465  0.000
H7 -4.98414 -0.71468 -0.57985  -0.001
C9 -3.31304 -3.48418 -0.55985  0.000
O2 -2.34224 -2.50208 -0.25075  -0.001
C10 -1.93354 -1.57838 -1.13035  0.008
O3 -1.06844 -0.80288 -0.77235  -0.026
N4 -2.41804 -1.62358 -2.39995  -0.007
N5 -2.08894 -0.56318 -3.26355  0.032
H8 -3.40854 -4.07628 0.35065  0.000
H9 -2.98294 -4.12298 -1.38245  0.000
H10 -4.28344 -3.04138 -0.80035  0.000
H11 -3.29154 -2.11308 -2.56715  0.000
H12 -2.90084 0.01002 -3.47935  0.001
H13 -1.62684 -0.91068 -4.09955  -0.001
C11 1.62346 2.51562 4.13915  -0.004
C12 1.22466 1.08232 4.46795  0.001
C13 -0.26734 0.82502 4.26085  -0.002
C14 -0.69724 0.86282 2.79245  0.004
N6 -0.09224 -0.19738 2.03315  0.004
C15 0.78056 -0.05918 1.01245  0.022
Se1 1.26326 1.51092 0.23935  0.012
N7 1.17146 -1.28148 0.58985  -0.012
C16 2.02436 -1.50348 -0.54975  -0.014
C17 3.48286 -1.14348 -0.26325  0.002
C18 4.08246 -1.91358 0.91075  0.001
C19 4.18546 -3.40968 0.64085  0.000
C20 0.45006 -2.22708 1.27885  0.002
C21 0.37026 -3.60668 1.17825  0.003
C22 -0.51404 -4.26248 2.01565  0.001
C23 -1.31304 -3.57308 2.92115  0.000
C24 -1.25024 -2.19598 3.02765  -0.001
C25 -0.35704 -1.53368 2.20045  -0.004
H14 2.65396 2.69632 4.43475  0.000
H15 0.98316 3.21342 4.67515  0.000
H16 1.53946 2.71222 3.07275  0.000
H17 1.45986 0.87172 5.51455  0.000
H18 1.80336 0.38792 3.85305  0.000
H19 -0.84394 1.58002 4.79845  0.000
H20 -0.51974 -0.15098 4.68095  0.000
H21 -0.40234 1.80832 2.33235  -0.001
H22 -1.78474 0.76172 2.71935  -0.001
H23 1.65296 -0.89048 -1.38115  0.010
H24 1.92576 -2.54788 -0.84185  -0.001
H25 3.54506 -0.07388 -0.05045  0.000
H26 4.06076 -1.33488 -1.16875  0.000
H27 3.47866 -1.73858 1.80415  0.000
H28 5.07856 -1.51348 1.10965  0.000
H29 3.20336 -3.87338 0.62945  0.000
H30 4.77646 -3.89818 1.41105  0.000
H31 4.66356 -3.58548 -0.32025  0.000
H32 0.95716 -4.16208 0.46455  0.000
H33 -0.59574 -5.33738 1.95545  0.000
H34 -2.00234 -4.12158 3.54635  0.000
H35 -1.89804 -1.66208 3.70485  0.000
C26 2.18416 0.89462 -6.40165  0.001
N8 2.81986 1.20552 -5.15745  0.002
C27 3.92516 1.99842 -4.97805  -0.001
C28 4.11176 2.14232 -3.64855  0.001
N9 3.13016 1.42342 -3.01585  0.001
C29 2.31986 0.85782 -3.94325  0.003
S2 1.03966 -0.17098 -3.69545  0.014
H36 2.89546 1.01002 -7.21565  0.000
H37 1.33106 1.55792 -6.56295  0.000
H38 1.82066 -0.13168 -6.36195  0.001
H39 4.48286 2.37682 -5.80955  0.000
H40 4.86076 2.68392 -3.11335  0.000
H41 2.93506 1.42472 -2.02405  0.004

As for the expectation value of S²: 6.01. The spin multiplicity is 5. As for the lowest unoccupied orbital energy (spin up / spin down): 0.0133 / 0.0132 Eh. As for the energy above the lowest of the compared OMol25 structures with the same formula, charge and spin: 14.7 kcal/mol. As for the electronic energy: -171698.544 eV. Its gap between HOMO and LUMO (spin up / spin down) is 0.25130 / 0.25457 hartree.